Record 1
A cluster of 2 separate species, C9H10N2 in total. Source: OMol25; level of theory: ωB97M-V with the def2-TZVPD basis set.

## Properties
- max |F| (eV Å⁻¹) = 3.64
- LUMO (spin up / spin down) (eV) = 0.53 / -0.12
- frontier orbital gap (spin up / spin down) (eV) = 7.1 / 6.1
- energy (eV) = -12469.2333
- HOMO (spin up / spin down) (eV) = -6.545 / -6.228
- net charge = 0

Each line ends with the natural charge from an NBO analysis.
CARTESIAN COORDINATES (ANGSTROEM)
C 2.4442 -1.4305 1.0492  -0.719
H -0.3997 1.1223 -3.8024  0.229
H 2.1063 -1.4451 2.0054  0.257
C 0.0200 0.8332 -2.8450  -0.486
C -2.1455 -1.0521 0.9283  -0.234
N 2.4738 0.7992 -0.2702  -0.363
H -2.4898 -1.8628 1.5971  0.224
C -0.6621 0.3826 -1.8491  0.289
H 1.7109 -2.0706 0.5991  0.256
H -0.4502 2.6954 1.5074  0.213
H -1.3926 -2.1152 -1.1055  0.230
H -2.1688 0.5655 2.3355  0.218
H 3.3640 -1.7560 0.7082  0.257
H -0.0532 2.5486 -0.1970  0.201
C -1.4838 -1.2499 -0.3138  -0.158
C -1.0424 0.9307 0.4787  0.115
C 2.3688 -0.1592 0.3533  0.311
H 1.0834 0.8921 -2.5854  0.235
C -1.7749 0.2197 1.4411  -0.332
C -0.5482 2.1499 0.6252  -0.384
N -0.9600 0.0022 -0.6600  -0.361

Forces on the atoms, in the same order (eV/Å):
C -1.6 0.8 -3.2
H 0.2 0.0 0.1
H 0.1 0.4 3.2
C 1.0 -0.1 0.7
C 2.2 -0.3 0.7
N -0.2 0.0 0.0
H -0.3 0.6 -0.8
C -0.8 0.5 -1.3
H -0.5 -0.5 -0.7
H -0.4 0.4 1.4
H -0.5 2.1 2.0
H -0.3 0.9 1.5
H 2.2 -1.3 0.5
H 0.9 0.9 -1.4
C -0.4 -0.8 -0.7
C -1.4 -1.7 0.9
C -0.1 0.7 0.1
H 0.2 0.2 -0.8
C -1.1 -2.7 -1.5
C 0.8 0.0 -1.6
N 0.0 -0.1 1.0

---

Record 2
The molecule C9H10N2O2. Source: OMol25; level of theory: ωB97M-V with the def2-TZVPD basis set.

## Properties
- max |F| (eV Å⁻¹) = 3.61
- LUMO (spin up / spin down) (eV) = -0.68 / -1.02
- frontier orbital gap (spin up / spin down) (eV) = 8.3 / 7.9
- energy (eV) = -16563.3179
- HOMO (spin up / spin down) (eV) = -9.014 / -8.969
- net charge = 0

Each line ends with the natural charge from an NBO analysis.
CARTESIAN COORDINATES (ANGSTROEM)
C -1.4304 -1.2834 -0.5390  0.538
C 2.3579 -0.4769 0.2315  0.025
N 2.9728 0.6770 0.3480  -0.269
C 0.8381 0.9782 -0.2698  0.047
H -2.4459 1.8546 0.3375  0.244
O -1.7798 -2.5137 -0.8904  -0.680
H 3.0097 -2.5415 0.0954  0.210
C 3.1892 -1.6434 0.5756  -0.645
C -0.4665 1.7443 -0.5647  -0.438
C -3.5645 -0.2614 0.1003  0.429
C 1.0017 -0.3715 -0.0525  -0.023
H -1.2783 1.0137 1.3267  0.220
H -3.9332 -1.2791 -0.1733  0.105
H 4.1175 -1.2131 0.1788  0.239
H -0.9329 -3.0611 -1.2261  0.532
C -1.5945 1.1253 0.3436  -0.400
H -0.6383 2.8753 -0.3467  0.235
N 2.0588 1.6022 0.0073  -0.352
H 2.1971 2.6495 0.1565  0.419
H 3.4721 -1.9059 1.6339  0.225
C -2.0963 -0.2243 -0.0799  -0.364
O -4.2416 0.6389 0.4961  -0.523
H -0.8127 1.6164 -1.6888  0.225

Forces on the atoms, in the same order (eV/Å):
C 1.4 0.9 0.8
C 0.2 -1.8 1.8
N 0.0 1.1 -0.4
C -0.7 2.5 0.2
H 0.6 -1.0 0.0
O 3.0 -1.2 -0.9
H -0.7 -1.6 -1.2
C 2.6 1.2 1.1
C -1.7 0.1 -0.7
C 0.5 -2.3 -0.8
C -1.3 1.3 -1.2
H 0.9 0.2 1.9
H -0.7 0.4 0.2
H 0.5 -1.0 0.1
H -2.8 2.0 1.1
C 0.2 1.0 -2.6
H 1.6 -1.8 -0.4
N -2.0 0.8 -0.1
H -0.1 -2.4 -0.4
H -1.0 0.7 -0.7
C -0.5 0.5 -0.2
O -0.6 0.4 0.2
H 0.8 0.2 2.2